1.
An isolated molecule of C26H30N6O2, computed with ωB97M-V/def2-TZVPD.

CARTESIAN COORDINATES (ANGSTROEM)
1 C -4.302711 2.855294 0.756429
2 H -4.558821 3.689731 1.407362
3 O -3.326761 2.116206 1.450920
4 C -2.809820 1.004995 0.857945
5 C -3.175645 0.523420 -0.393570
6 C -2.563202 -0.607862 -0.906872
7 C -1.580338 -1.274314 -0.194541
8 C -1.242564 -0.807173 1.069362
9 C -1.843811 0.315814 1.592381
10 H -1.580254 0.684547 2.571245
11 H -0.507016 -1.337130 1.654022
12 C -0.906781 -2.506960 -0.749350
13 N -0.808666 -2.474378 -2.177784
14 C 0.129389 -1.912216 -2.978924
15 N -0.237113 -2.120868 -4.224698
16 N -1.378817 -2.793316 -4.175597
17 N -1.734279 -3.009077 -2.978420
18 C 1.347823 -1.214947 -2.510596
19 N 1.016315 0.036248 -1.840276
20 C 0.401783 1.002046 -2.738193
21 C 1.368839 1.754351 -3.693658
22 H 1.064294 1.585560 -4.726218
23 C 1.240066 3.237947 -3.343623
24 H 1.951011 3.512741 -2.561161
25 H 1.421882 3.881787 -4.203310
26 C -0.185536 3.361209 -2.812591
27 H -0.342420 4.271388 -2.234228
28 H -0.888952 3.356595 -3.646704
29 C -0.363525 2.097495 -1.975152
30 H -1.408984 1.829159 -1.839025
31 H 0.069962 2.228936 -0.985177
32 H 2.393171 1.397717 -3.589064
33 H -0.310261 0.431394 -3.340186
34 C 2.132944 0.546611 -1.047627
35 C 1.931551 0.288952 0.424913
36 C 1.551276 1.262230 1.281692
37 C 1.369397 1.034098 2.678648
38 C 0.941425 2.033174 3.561044
39 C 0.785734 1.751037 4.896190
40 C 1.056925 0.471925 5.378202
41 C 1.481875 -0.542091 4.542968
42 C 1.636524 -0.253791 3.176434
43 N 2.040653 -1.212797 2.285863
44 C 2.181497 -1.056708 0.926515
45 O 2.500938 -2.024595 0.249764
46 H 2.243067 -2.142147 2.634608
47 C 1.767231 -1.916868 5.071207
48 H 2.803201 -2.199514 4.881848
49 H 1.598621 -1.949692 6.143985
50 H 1.116678 -2.656708 4.603579
51 H 0.929982 0.267027 6.431048
52 H 0.452350 2.516869 5.579417
53 H 0.731486 3.018871 3.174772
54 H 1.375912 2.266009 0.919047
55 H 3.074269 0.071588 -1.354609
56 H 2.231083 1.622748 -1.194908
57 H 2.002309 -1.066687 -3.384701
58 H 1.861741 -1.852647 -1.785142
59 H 0.100229 -2.604547 -0.335291
60 H -1.491478 -3.398154 -0.494126
61 H -2.868473 -0.969547 -1.878002
62 H -3.936300 1.014782 -0.979788
63 H -3.914637 3.242098 -0.191449
64 H -5.200176 2.258259 0.565903

Cartesian forces, eV/Å:
-0.14 0.10 -0.09
-0.02 -0.04 -0.08
0.20 -0.14 0.14
0.11 -0.17 -0.01
-0.21 0.25 0.16
0.13 -0.15 0.08
-0.08 0.00 -0.06
-0.16 -0.01 -0.12
-0.19 0.18 0.02
0.04 0.05 0.14
0.15 -0.05 0.10
-0.26 -0.03 0.58
0.84 0.32 -1.13
-0.43 -0.35 0.22
0.93 0.57 0.03
-0.57 -0.31 -0.70
-0.76 -0.48 0.90
0.24 0.05 0.04
0.00 -0.31 0.05
-0.16 0.11 -0.01
0.01 -0.02 0.02
0.06 -0.02 -0.05
-0.07 0.04 -0.14
0.04 0.03 0.03
0.09 0.07 0.03
0.08 0.01 0.16
-0.08 0.06 -0.04
-0.06 0.05 -0.05
-0.12 0.02 -0.26
0.04 -0.03 0.10
0.03 0.03 0.11
0.06 -0.08 -0.08
0.03 0.09 0.04
-0.07 -0.21 0.15
0.08 0.53 0.01
0.23 -0.33 -0.33
0.02 -0.30 0.42
0.05 -0.17 0.01
-0.05 0.16 0.03
0.04 -0.04 -0.19
-0.01 -0.02 0.04
-0.24 0.73 0.19
0.10 -0.40 0.18
-0.04 -0.03 0.27
0.09 -0.12 -0.25
-0.01 0.11 -0.18
-0.02 0.12 -0.07
0.07 -0.11 0.01
0.01 -0.05 0.04
-0.01 -0.13 0.00
0.00 -0.06 0.10
-0.03 0.08 0.05
-0.03 0.12 -0.05
-0.02 0.10 -0.12
-0.03 0.14 -0.05
0.06 -0.03 0.00
-0.03 -0.07 0.07
0.03 0.09 -0.19
-0.09 -0.06 -0.05
0.20 0.06 -0.07
0.00 -0.03 -0.11
-0.07 0.08 -0.03
-0.02 -0.03 0.02
0.04 0.02 -0.01

Results
E_tot = -1487.78360 a.u.
Energy relative to the best compared isomer or geometry (same formula, charge and spin) = 2.5 kcal per mole
Largest force on an atom = 1.45 eV/Å
HOMO energy = -0.308 hartree
LUMO level = -0.0112 eV

=====

2.
An isolated molecule of C26H30N6O3, computed with ωB97M-V/def2-TZVPD.

CARTESIAN COORDINATES (ANGSTROEM)
1 C -2.045553 -4.004739 -0.280518
2 O -2.399454 -2.943960 0.568628
3 C -3.140831 -1.914109 0.059418
4 C -3.575935 -1.829435 -1.255635
5 C -4.324243 -0.739284 -1.669824
6 C -4.644129 0.269334 -0.783864
7 C -4.206302 0.189061 0.528113
8 C -3.464739 -0.892474 0.965088
9 C -2.913883 -0.958733 2.368352
10 N -1.476511 -0.790388 2.338434
11 C -0.910799 0.432225 2.360963
12 O -1.510787 1.459443 2.695918
13 C 0.476495 0.465380 1.925877
14 C 1.195376 1.652168 1.781983
15 N 0.791573 2.839342 2.260326
16 H 1.137570 3.686634 1.844394
17 H -0.189914 2.795585 2.549518
18 N 2.401167 1.417471 1.173761
19 C 2.467981 0.086324 0.862217
20 N 3.426816 -0.520408 0.226566
21 C 3.217931 -1.853905 0.041928
22 C 4.199340 -2.605883 -0.625925
23 C 4.019663 -3.946357 -0.835899
24 C 2.854875 -4.586544 -0.387813
25 C 1.880101 -3.882023 0.263369
26 C 2.030321 -2.501595 0.496077
27 N 1.041025 -1.836919 1.141179
28 C 1.260355 -0.555557 1.332867
29 H 0.980604 -4.357403 0.622554
30 H 2.734129 -5.646312 -0.559820
31 H 4.777778 -4.521453 -1.346976
32 H 5.089692 -2.093858 -0.957853
33 C 3.371290 2.388691 0.741915
34 H 3.256007 3.293837 1.342778
35 C 3.245283 2.703268 -0.751868
36 H 4.066605 3.365250 -1.032436
37 C 1.934955 3.395185 -1.131249
38 N 0.742010 2.599376 -0.879035
39 C -0.457002 3.420541 -0.982536
40 H -0.399251 4.231084 -0.251630
41 C -1.699849 2.575254 -0.703520
42 O -1.793120 1.506554 -1.615623
43 C -0.656444 0.688182 -1.508807
44 C 0.626363 1.471584 -1.793120
45 H 1.480209 0.805901 -1.659562
46 H 0.609005 1.818503 -2.842580
47 H -0.781027 -0.111006 -2.241774
48 H -0.604676 0.250431 -0.502227
49 H -2.602565 3.173055 -0.838312
50 H -1.668367 2.192580 0.325082
51 H -0.546370 3.863509 -1.991030
52 H 1.992568 3.689738 -2.195780
53 H 1.842936 4.316003 -0.545121
54 H 3.362928 1.773895 -1.308167
55 H 4.362806 1.965256 0.927601
56 H -0.934067 -1.545421 1.934544
57 H -3.327387 -0.150583 2.975036
58 H -3.140129 -1.925402 2.824886
59 H -4.435305 0.980676 1.226045
60 H -5.221203 1.119603 -1.112272
61 H -4.649857 -0.683583 -2.697782
62 H -3.331342 -2.601367 -1.968758
63 H -1.509036 -4.715367 0.346511
64 H -1.388277 -3.670345 -1.090075
65 H -2.927381 -4.496541 -0.704555

Cartesian forces, eV/Å:
0.10 -0.22 -0.17
-0.18 0.38 0.21
-0.17 0.18 0.01
0.23 -0.31 0.01
-0.10 0.14 0.04
-0.11 0.02 -0.12
0.01 -0.13 -0.01
0.12 -0.15 0.12
-0.15 0.08 -0.03
0.05 -0.22 0.08
0.42 -0.20 -0.02
-0.33 0.21 0.10
-0.15 0.23 0.06
-0.25 -0.29 0.32
0.09 0.03 -0.11
0.01 -0.02 -0.02
0.10 0.09 0.00
-0.07 0.24 0.38
0.40 -1.06 -0.41
-0.31 0.92 0.37
-0.35 -0.42 0.07
-0.02 -0.18 -0.03
0.18 0.11 -0.06
-0.17 -0.09 0.06
0.14 -0.07 -0.08
0.53 -0.03 -0.29
-0.28 0.68 0.31
0.13 -0.28 -0.12
-0.10 -0.04 0.04
-0.03 -0.07 0.00
0.07 -0.02 -0.04
0.08 0.06 -0.03
0.27 0.14 -0.46
0.06 -0.07 0.04
-0.27 0.11 0.18
0.05 -0.05 -0.04
0.14 -0.11 -0.06
-0.05 0.16 -0.12
-0.27 -0.19 0.02
-0.01 0.04 -0.02
0.12 0.32 0.04
-0.07 0.06 -0.19
0.33 -0.14 -0.11
-0.24 -0.21 0.05
0.02 -0.05 -0.07
0.04 -0.02 0.03
0.07 -0.01 0.07
-0.01 -0.03 -0.07
0.04 0.02 0.08
-0.03 0.05 -0.02
0.01 0.04 0.05
-0.05 0.07 0.08
0.00 0.06 -0.05
0.11 0.01 -0.05
-0.10 0.12 0.10
0.05 0.00 0.01
-0.03 -0.18 -0.05
-0.01 0.14 0.03
0.00 0.09 0.11
-0.05 0.09 -0.04
-0.02 0.01 -0.09
0.03 -0.09 -0.04
-0.02 0.01 -0.09
-0.04 0.00 0.02
0.03 0.05 0.02

Results
E_tot = -1563.08730 a.u.
Energy relative to the best compared isomer or geometry (same formula, charge and spin) = 0.0 kcal per mole
Largest force on an atom = 1.20 eV/Å
HOMO energy = -0.284 hartree
LUMO level = 0.1226 eV

=====

3.
A structure of composition C26H31AuN2O8, computed with ωB97M-V/def2-TZVPD.

CARTESIAN COORDINATES (ANGSTROEM)
1 O 2.023363 -1.952520 -4.800274
2 C 1.472478 -3.280320 -5.083237
3 C 2.136948 -3.405514 -6.454673
4 H 0.372328 -3.275705 -5.099826
5 H 1.838563 -4.025695 -4.367612
6 C 2.608647 -1.965703 -6.132131
7 H 1.467438 -3.512950 -7.311518
8 H 2.954247 -4.128006 -6.505401
9 C 1.969926 -0.975858 -7.069977
10 H 0.884992 -1.122950 -7.114698
11 H 2.386633 -1.111047 -8.079382
12 H 2.190348 0.047084 -6.753404
13 C 4.112059 -1.826219 -6.117012
14 H 4.570723 -2.554612 -5.437158
15 H 4.392924 -0.808637 -5.821007
16 H 4.493442 -1.996266 -7.134867
17 Au 2.074213 0.935860 0.057494
18 C 2.030261 0.204258 3.234669
19 C 0.955977 -0.693843 2.962205
20 C 1.171499 -1.333774 1.731294
21 H 0.116480 -0.887114 3.613127
22 C 2.469748 -0.896495 1.216675
23 C 2.930463 0.174109 2.126645
24 H 3.881588 0.694948 2.022185
25 H 2.154866 0.752027 4.166718
26 H 0.506992 -2.044101 1.226535
27 H 3.123450 -1.545845 0.633666
28 C -0.059184 3.099333 1.229993
29 C 1.073563 3.110292 0.372791
30 C 0.711734 2.330526 -0.844188
31 H 1.951348 3.758438 0.442930
32 C -0.609806 1.776299 -0.570843
33 C -1.046724 2.237363 0.674886
34 H -2.012505 2.024413 1.127104
35 H -0.193374 3.695813 2.133680
36 H 1.113127 2.561487 -1.828738
37 H -1.174683 1.152357 -1.249397
38 O -0.606578 -1.598860 -3.318674
39 C 0.600288 -1.145364 -2.621520
40 C 1.205286 -2.404636 -1.941830
41 H 0.378505 -0.368934 -1.822721
42 H 1.289051 -0.705178 -3.350431
43 C 0.037124 -3.415447 -1.948993
44 H 1.541301 -2.157391 -0.931349
45 H 2.066341 -2.793231 -2.487866
46 C -1.152109 -2.516027 -2.330901
47 H -0.087130 -3.888857 -0.976597
48 H 0.253955 -4.196345 -2.697230
49 H -1.480647 -1.963872 -1.407306
50 H -2.007812 -3.017680 -2.790800
51 O -0.165491 2.176595 4.300314
52 C -1.253781 1.599412 4.075895
53 O -1.584855 0.704130 3.259331
54 C -2.409336 2.069614 4.946963
55 C -3.685900 1.483523 4.809646
56 C -4.763494 1.903672 5.623896
57 C -4.596000 2.935442 6.555942
58 C -3.338022 3.540839 6.657529
59 C -2.245568 3.116832 5.871952
60 N -3.140141 4.574929 7.641286
61 O -4.115115 4.893576 8.355150
62 O -2.012636 5.098808 7.745157
63 N -6.048883 1.271481 5.480110
64 O -6.181810 0.370526 4.626626
65 O -6.978813 1.655869 6.220557
66 H -3.867495 0.706711 4.066746
67 H -5.412819 3.254778 7.192025
68 H -1.281510 3.603651 5.999835

Cartesian forces, eV/Å:
0.10 -1.20 -1.34
-0.39 -0.48 0.41
0.08 0.47 0.58
0.37 0.12 0.15
-0.18 0.20 0.07
0.48 -0.29 -1.14
0.14 0.07 0.17
-0.18 0.03 0.00
-0.07 0.45 -0.11
0.18 0.10 0.04
-0.15 0.01 0.26
-0.14 0.01 -0.02
0.18 0.23 0.02
-0.08 0.20 -0.12
0.07 -0.18 0.07
-0.05 0.01 0.29
-0.72 -0.27 0.78
-1.40 -0.60 0.08
0.47 -0.54 -0.48
-0.17 0.38 1.46
0.03 0.31 -0.16
1.28 1.70 0.69
0.47 -1.82 -1.96
-0.12 -0.41 0.40
-0.13 0.07 -0.45
0.34 0.32 0.36
-0.07 0.40 0.02
-1.52 -0.89 0.34
0.25 -0.56 -2.97
1.43 1.44 1.38
-0.48 -0.20 0.01
-0.50 0.67 0.83
0.18 0.59 -0.09
0.44 -0.07 -0.04
0.25 -0.44 -0.19
-0.13 -0.08 0.15
0.05 0.02 0.03
0.80 0.14 2.14
0.01 0.31 -0.01
-0.20 0.30 -0.09
-0.23 -0.81 -0.80
-0.49 -0.10 0.27
0.16 0.15 -0.18
-0.10 -0.10 -0.11
-0.09 0.18 0.01
0.12 0.14 -0.23
-0.14 -0.09 -0.01
-0.43 0.30 0.28
0.10 -0.26 -0.80
0.16 0.02 0.15
0.11 -0.43 -0.62
-0.50 -0.21 -0.01
0.75 0.48 0.12
-1.33 0.58 0.78
-0.32 0.35 0.45
2.00 0.75 -0.14
0.12 -0.10 -0.11
0.08 -1.43 -1.14
-0.61 -0.12 0.17
0.18 1.91 1.87
1.72 -0.54 -1.27
-1.98 -0.99 -0.29
-2.47 -1.10 -0.18
0.36 1.63 1.49
1.69 -0.62 -1.27
0.28 0.21 0.27
0.11 -0.05 -0.13
-0.19 -0.23 -0.13

Results
E_tot = -1856.01803 a.u.
Largest force on an atom = 3.03 eV/Å
2S+1 = 3
HOMO energy (alpha / beta) = -0.319 / -0.317 hartree
LUMO level (alpha / beta) = -0.7929 / -3.6056 eV